No. 1
{"formula": "C7H8", "method": "ωB97M-V/def2-TZVPD", "de_lowest_kj_mol": 626.2, "lumo_ev": 1.0427, "largest_force_ev_per_a": 1.6, "total_energy_ha": -271.292955, "homo_energy_ev": -7.546, "smiles": "C[C@@]12[C@@H]3[C@H]4[C@@H]3[C@@H]1[C@H]42", "gap_ev": 8.59, "molar_mass_g_mol": 92.1, "symbols": ["C", "C", "C", "C", "C", "C", "C", "H", "H", "H", "H", "H", "H", "H", "H"], "positions_angstrom": [[-0.065610, 0.480110, -0.097954], [0.162985, -0.195543, 1.220705], [-0.068539, 1.943352, -0.356783], [-0.363803, -1.653602, -0.259761], [-1.101235, -0.480628, 0.451743], [0.871645, -1.440854, 0.616657], [0.524944, -0.680966, -0.886027], [1.047403, -0.784126, -1.831870], [1.770712, -1.148300, -0.017855], [-2.149294, -0.294464, 0.640529], [-0.588450, 2.448107, 0.462318], [0.956635, 2.335973, -0.389547], [0.263498, 0.292236, 2.185872], [-0.700774, -2.597490, -0.668104], [-0.565493, 2.195685, -1.296884]], "forces_ev_per_a": [[-0.181, 0.372, -0.076], [0.219, 0.309, 0.198], [-0.122, 0.102, -0.041], [-0.267, -0.244, -0.456], [-0.403, -0.067, 0.198], [0.376, 0.419, -0.499], [-0.534, 0.169, -0.681], [0.244, 0.098, 0.280], [0.661, -0.976, 1.059], [0.170, -0.076, 0.200], [0.005, 0.046, -0.118], [-0.179, -0.086, -0.014], [0.090, -0.179, -0.146], [-0.085, 0.068, 0.051], [0.005, 0.045, 0.045]], "nbo_charge": [-0.049, -0.235, -0.605, -0.226, -0.229, -0.290, -0.177, 0.233, 0.255, 0.234, 0.220, 0.214, 0.220, 0.223, 0.212]}


No. 2
{"formula": "C17H32KN4OTa", "method": "ωB97M-V/def2-TZVPD", "de_lowest_kj_mol": 0.0, "total_charge": 2, "lumo_ev": -7.4635, "largest_force_ev_per_a": 3.1, "total_energy_ha": -1617.696945, "homo_energy_ev": -13.233, "gap_ev": 5.77, "molar_mass_g_mol": 528.5, "symbols": ["Ta", "K", "O", "N", "N", "N", "N", "C", "C", "C", "C", "C", "C", "C", "C", "C", "C", "C", "C", "C", "C", "C", "C", "C", "H", "H", "H", "H", "H", "H", "H", "H", "H", "H", "H", "H", "H", "H", "H", "H", "H", "H", "H", "H", "H", "H", "H", "H", "H", "H", "H", "H", "H", "H", "H", "H"], "positions_angstrom": [[0.019466, 0.032079, -0.034414], [-3.145410, 0.874011, -1.325742], [-1.032824, -1.173309, 3.965732], [-1.403780, -0.688986, -1.207619], [-0.022712, 1.991581, -0.270376], [-0.833426, -0.337764, 1.706570], [1.911483, -0.826244, -0.110621], [-1.236459, -3.162459, -1.466565], [-3.216775, -1.929566, -2.447611], [-0.723879, 3.089039, 1.784866], [-2.957065, -2.115605, 0.055977], [2.348904, -1.972851, 0.552168], [-0.945197, -0.755044, 2.871696], [0.497840, 2.764895, 0.929525], [-0.550984, -0.373419, -2.426231], [-2.212028, -2.007123, -1.266461], [4.108252, -1.066756, -0.542430], [1.180682, 4.054756, 0.467779], [2.875433, 0.957884, -1.578498], [1.457159, -2.769943, 1.400774], [1.502711, 1.930024, 1.701634], [2.999562, -0.263494, -0.776229], [3.702774, -2.129524, 0.283139], [-0.769715, 2.835648, -1.262313], [4.305479, -2.946962, 0.665613], [5.094767, -0.867019, -0.943917], [-1.793485, -4.116237, -1.447772], [-0.357012, -1.289329, -3.003935], [1.716687, 2.460135, 2.643796], [-3.776009, -1.374772, 0.159828], [1.329735, -2.340431, 2.410112], [1.917285, -3.763953, 1.542942], [1.945762, 3.856878, -0.294822], [-1.226410, 2.169753, 2.115355], [-0.934781, 2.305250, -2.220934], [-0.159782, 3.712284, -1.521330], [-2.808727, -1.393558, -3.320694], [-1.734269, 3.207269, -0.847812], [3.839958, 1.494049, -1.557305], [0.470755, 0.014749, -2.113150], [-1.444281, 3.697791, 1.219918], [-2.292410, -2.004647, 0.921487], [-0.407401, 3.656484, 2.673693], [2.452607, 1.832465, 1.157978], [-0.477197, -3.211905, -0.672389], [0.459955, 4.786626, 0.084524], [2.105868, 1.660348, -1.211835], [1.679079, 4.516696, 1.334169], [-0.727495, -3.095215, -2.437939], [-3.440460, -2.951054, -2.786147], [1.111872, 0.931779, 1.985719], [0.464492, -2.954039, 0.956263], [-3.421589, -3.113127, 0.122410], [-4.194576, -1.493282, -2.157960], [2.660051, 0.724185, -2.637059], [-1.029138, 0.373458, -3.092036]], "forces_ev_per_a": [[0.531, 0.014, 1.585], [-2.021, 1.432, -0.135], [0.088, 1.102, -2.641], [2.798, -1.235, -0.300], [-0.686, -0.736, -0.519], [0.146, -0.541, 1.205], [-1.892, 0.993, -0.238], [-0.060, -0.413, -0.044], [-0.046, -0.199, 0.052], [-0.057, 0.200, 0.360], [-0.303, -0.315, 0.344], [1.605, -0.225, -0.588], [0.157, -0.487, 0.762], [-0.523, 0.529, -0.317], [-0.787, -0.510, 0.039], [0.048, 0.725, -0.250], [-0.751, 1.503, -0.705], [0.158, 0.168, 0.126], [0.349, 0.889, -0.795], [-0.193, -0.959, 0.751], [0.320, -0.097, 0.149], [1.385, -1.092, 0.596], [-1.515, -0.637, 0.804], [0.426, -0.243, 0.156], [-0.077, 0.225, -0.102], [-0.142, -0.122, 0.107], [0.243, 0.411, -0.073], [0.179, 0.463, 0.223], [-0.075, -0.355, -0.259], [0.352, -0.317, -0.065], [-0.053, -0.127, -0.307], [-0.298, 0.399, 0.019], [-0.153, 0.065, 0.167], [0.135, 0.266, 0.013], [0.088, 0.128, 0.574], [-0.300, -0.309, 0.045], [-0.122, -0.211, 0.244], [0.587, -0.184, -0.220], [-0.431, -0.137, -0.150], [-0.436, 0.003, -0.772], [0.215, -0.065, 0.287], [-0.212, -0.165, -0.370], [-0.244, -0.134, -0.285], [-0.266, -0.138, 0.145], [-0.280, 0.090, -0.298], [0.232, -0.122, 0.119], [0.440, -0.308, -0.177], [-0.156, -0.155, -0.297], [-0.137, -0.189, 0.289], [0.001, 0.333, 0.075], [0.385, 0.415, 0.079], [0.268, 0.121, 0.230], [0.067, 0.411, -0.047], [0.479, -0.132, -0.138], [0.051, 0.217, 0.226], [0.481, -0.247, 0.323]], "nbo_charge": [2.328, 0.969, -0.385, -0.835, -0.769, -0.976, -0.728, -0.635, -0.659, -0.630, -0.633, 0.113, 0.947, 0.136, -0.457, 0.147, -0.223, -0.638, -0.673, -0.650, -0.637, 0.095, -0.235, -0.446, 0.249, 0.246, 0.260, 0.272, 0.276, 0.193, 0.223, 0.271, 0.228, 0.211, 0.197, 0.263, 0.217, 0.197, 0.270, 0.223, 0.212, 0.231, 0.252, 0.252, 0.223, 0.224, 0.213, 0.255, 0.223, 0.274, 0.210, 0.194, 0.266, 0.209, 0.225, 0.215]}